No. 1
This record from the OMol25 dataset describes C5H7BrCaO5P as an isolated structure in a non-equilibrium geometry. The level of theory is ωB97M-V/def2-TZVPD.

- gap between HOMO and LUMO (eV) = 4.33
- F_max (Eh/bohr) = 0.06043
- multiplicity = 1
- total charge = +1
- total energy (eV) = -113296.37879

Last column: natural (NBO) charge in e.
Atoms and positions in Å:
C 0.499 -2.030 0.498  -0.629
C 0.677 -0.509 0.449  -0.360
C 0.358 0.112 -0.940  -0.230
O -0.811 -0.324 -1.494  -0.523
C -1.898 0.297 -0.804  0.675
O -2.308 1.342 -1.213  -0.501
C -2.502 -0.370 0.460  0.665
O -3.692 -0.624 0.374  -0.613
O -1.730 -0.538 1.418  -0.747
P 0.422 2.004 -0.925  1.221
O -0.115 2.393 0.524  -0.947
Br 2.808 2.380 -0.875  -0.511
H 0.314 -2.444 -0.483  0.228
H -0.270 -2.297 1.204  0.294
H 1.425 -2.468 0.876  0.183
H 1.776 -0.332 0.646  -0.028
H 0.164 -0.017 1.267  0.319
H 1.167 -0.200 -1.617  0.178
H 0.066 3.325 0.710  0.530
Ca 3.649 0.300 -0.075  1.796


No. 2
This record from the OMol25 dataset describes C21H16I2N2O4RuS4Sb as an isolated structure in a non-equilibrium geometry. The level of theory is ωB97M-V/def2-TZVPD.

- gap between HOMO and LUMO (spin up / spin down) (eV) = 4.97 / 4.97
- F_max (Eh/bohr) = 0.04178
- multiplicity = 1
- energy above the lowest of the compared OMol25 structures with the same formula, charge and spin (kJ/mol) = 96.6
- total charge = -1
- total energy (eV) = -101872.88082

Last column: natural (NBO) charge in e.
Atoms and positions in Å:
Ru 2.092 -0.947 1.126  0.437
C 3.203 -0.375 -3.220  -0.644
C 1.984 0.373 -2.778  0.154
N 1.102 0.739 -3.672  -0.408
C -0.009 1.394 -3.275  -0.045
C -0.266 1.728 -1.971  -0.040
C -1.518 2.485 -1.620  -0.083
O -2.320 1.857 -0.638  -0.731
C 0.661 1.320 -0.983  -0.253
C 0.465 1.658 0.405  0.229
N 1.132 1.112 1.359  -0.535
C 0.912 1.511 2.690  0.209
C -0.290 2.027 3.171  -0.224
C -0.409 2.394 4.500  -0.198
C 0.658 2.245 5.373  -0.218
C 1.853 1.705 4.919  -0.226
C 1.961 1.347 3.590  -0.186
I 3.703 0.437 2.866  0.411
C 1.817 0.613 -1.370  0.466
O 2.727 0.217 -0.550  -0.735
H 3.267 -0.355 -4.305  0.218
H 3.150 -1.411 -2.877  0.228
H 4.103 0.052 -2.775  0.223
H -0.711 1.654 -4.059  0.182
H -2.092 2.661 -2.539  0.170
H -1.271 3.466 -1.201  0.173
H -2.395 0.916 -0.850  0.487
H -0.254 2.442 0.635  0.189
H -1.143 2.088 2.508  0.235
H -1.354 2.777 4.861  0.214
H 0.555 2.519 6.415  0.212
H 2.681 1.547 5.596  0.221
S 3.229 -4.319 0.669  -0.277
Sb 1.085 -4.574 2.239  0.884
S 1.686 -2.291 2.902  -0.504
S 3.528 -2.398 0.289  0.256
S -0.603 -4.628 0.761  -0.840
I -5.145 -2.285 -3.990  0.102
C -3.656 -1.999 -2.547  -0.128
C -4.009 -1.510 -1.300  -0.270
C -3.017 -1.311 -0.352  -0.190
C -1.692 -1.597 -0.649  -0.153
C -1.359 -2.099 -1.902  -0.090
C -2.339 -2.300 -2.860  -0.277
C -0.629 -1.304 0.380  0.779
O -0.940 -0.792 1.454  -0.676
O 0.563 -1.562 -0.039  -0.677
H -5.041 -1.284 -1.070  0.220
H -3.251 -0.924 0.631  0.246
H -0.326 -2.333 -2.111  0.239
H -2.079 -2.686 -3.835  0.222